# 1
This record from OMol25 describes a gas-phase ion, C5H8IN2O (charge +1) in a non-equilibrium geometry. The level of theory is ωB97M-V/def2-TZVPD.

Properties
* 2S+1: 1
* HOMO energy (spin up / spin down): -13.800 / -13.798 eV
* total charge: +1
* frontier orbital gap (spin up / spin down): 0.25414 / 0.25423 Ha
* relative energy (zero: lowest compared OMol25 entry of this formula, charge and spin): 5.396 eV
* SMILES: C[C@@H]1CC(I)=C1[N+](N)=O
* energy: -18429.7604 eV

Atoms and positions in Å:
C (-1.612, 0.647, -0.584)
C (-0.614, 0.758, 0.449)
C (0.543, 1.867, 0.384)
C (1.551, 0.734, 0.136)
I (3.607, 0.630, -0.057)
C (0.579, -0.226, 0.194)
N (0.727, -1.515, 0.027)
N (-0.162, -2.515, 0.289)
O (2.032, -1.995, -0.545)
H (-1.116, 0.742, -1.599)
H (-2.452, 1.310, -0.595)
H (-1.940, -0.472, -0.542)
H (-1.009, 0.765, 1.367)
H (0.538, 2.324, 1.317)
H (0.394, 2.691, -0.383)
H (-1.166, -2.312, 0.249)
H (0.099, -3.432, -0.108)


# 2
This record from OMol25 describes a molecular structure, C14H26F9HgN5O10S2 in a non-equilibrium geometry. The level of theory is ωB97M-V/def2-TZVPD.

Properties
* 2S+1: 1
* HOMO energy: -9.140 eV
* total charge: 0
* frontier orbital gap: 0.34119 Ha
* relative energy (zero: lowest compared OMol25 entry of this formula, charge and spin): 0.000 eV
* energy: -93168.9706 eV

Atoms and positions in Å:
Hg (0.013, 0.572, 0.522)
C (-0.802, 0.748, -2.642)
O (-0.171, -0.461, -3.110)
O (-0.140, 1.197, -1.594)
C (-0.883, 1.804, -3.732)
F (-1.235, 2.998, -3.184)
F (0.283, 1.995, -4.373)
F (-1.821, 1.521, -4.644)
C (-0.532, -0.976, -4.381)
C (0.409, -2.148, -4.665)
H (1.442, -1.880, -4.851)
H (0.379, -2.757, -3.742)
H (-0.031, -2.848, -5.376)
H (-0.382, -0.252, -5.183)
H (-1.556, -1.349, -4.320)
H (-1.833, 0.472, -2.351)
C (-3.436, 2.536, 1.447)
F (-4.608, 2.782, 2.014)
F (-3.615, 2.224, 0.172)
F (-2.665, 3.613, 1.537)
S (-2.626, 1.151, 2.450)
O (-1.365, 1.717, 2.855)
O (-3.515, 0.789, 3.498)
N (-2.141, -0.048, 1.342)
S (-3.433, -0.962, 1.172)
O (-3.630, -1.889, 2.245)
O (-4.608, -0.217, 0.802)
C (-3.059, -1.959, -0.361)
F (-2.640, -3.177, -0.010)
F (-4.182, -2.091, -1.071)
F (-2.133, -1.406, -1.138)
O (1.116, 0.009, 2.629)
C (1.219, -0.119, 3.859)
N (0.292, 0.342, 4.710)
C (2.410, -0.835, 4.457)
H (0.282, 0.060, 5.673)
H (-0.542, 0.807, 4.372)
H (2.228, -1.912, 4.458)
H (2.559, -0.543, 5.497)
H (3.277, -0.636, 3.839)
O (0.114, -1.852, 0.403)
C (0.419, -3.016, 0.560)
N (0.916, -3.747, -0.476)
C (0.340, -3.667, 1.906)
H (1.331, -4.638, -0.274)
H (1.108, -3.253, -1.331)
H (-0.520, -4.348, 1.914)
H (0.142, -2.923, 2.671)
H (1.227, -4.241, 2.172)
O (2.246, 0.158, -0.002)
C (2.984, -0.380, -0.812)
N (2.565, -0.671, -2.059)
C (4.370, -0.840, -0.441)
H (3.035, -1.398, -2.569)
H (1.605, -0.426, -2.328)
H (4.392, -1.927, -0.566)
H (4.573, -0.653, 0.613)
H (5.177, -0.351, -0.982)
O (0.697, 2.733, 1.030)
C (0.543, 3.819, 0.474)
N (-0.166, 3.915, -0.654)
C (1.229, 5.043, 0.962)
H (-0.238, 4.731, -1.231)
H (-0.480, 3.032, -1.057)
H (1.824, 4.821, 1.838)
H (0.434, 5.730, 1.272)
H (1.806, 5.475, 0.151)


# 3
This record from OMol25 describes 2 unconnected molecules or ions with the total composition C2H7N2O in a non-equilibrium geometry. The level of theory is ωB97M-V/def2-TZVPD.

Properties
* 2S+1: 1
* HOMO energy (spin up / spin down): -14.787 / -14.788 eV
* total charge: +1
* frontier orbital gap (spin up / spin down): 0.34516 / 0.34519 Ha
* relative energy (zero: lowest compared OMol25 entry of this formula, charge and spin): 4.665 eV
* energy: -7204.4802 eV

Atoms and positions in Å:
C (0.454, -0.787, 0.590)
C (-0.288, 1.356, -1.064)
N (-0.789, -1.033, 0.510)
N (1.594, -1.136, 0.940)
O (0.859, 0.894, -0.432)
H (0.140, 2.334, -1.443)
H (-1.187, 1.685, -0.313)
H (-0.718, 0.733, -1.725)
H (-1.231, -2.016, 0.792)
H (-1.382, -0.417, -0.030)
H (1.831, -2.120, 1.424)
H (2.506, -0.677, 0.648)